(1)
This record from the Open Molecules 2025 dataset describes a single C5H11NO molecule. The level of theory is the ωB97M-V functional and the def2-TZVPD basis.

XYZ file:
```
18
Properties=species:S:1:pos:R:3:mulliken_charge:R:1
C -1.862 -0.911 -0.453 -0.968
C -1.529 0.249 0.475 -0.600
N -0.068 0.480 0.614 0.193
C 0.444 0.426 1.843 -0.583
C 0.600 0.743 -0.517 -0.329
C 2.029 0.380 -0.713 -0.471
O 2.158 -0.676 -1.669 -0.526
H -2.949 -0.992 -0.562 0.358
H -1.486 -1.858 -0.052 0.270
H -1.433 -0.765 -1.447 0.325
H -1.961 1.183 0.103 0.302
H -1.925 0.078 1.478 0.317
H 1.438 0.812 2.010 0.327
H -0.114 -0.058 2.630 0.165
H -0.003 0.973 -1.387 0.386
H 2.632 1.196 -1.124 0.269
H 2.483 0.090 0.247 0.256
H 1.566 -1.376 -1.364 0.308
```

E_tot: -8898.386 eV
HOMO level: -6.79 eV
energy relative to the best compared isomer or geometry (same formula, charge and spin): 3.311 eV

(2)
This record from the Open Molecules 2025 dataset describes 12 unconnected molecules or ions with the total composition H24O12. The level of theory is the ωB97M-V functional and the def2-TZVPD basis.

XYZ file:
```
36
Properties=species:S:1:pos:R:3:mulliken_charge:R:1
O -0.663 0.198 -0.142 -0.691
H 0.267 0.212 0.113 0.289
H -0.976 -0.662 0.159 0.347
O 1.307 2.337 -1.511 -0.548
H 0.855 3.028 -1.013 0.285
H 1.106 1.529 -1.026 0.261
O -5.075 -0.747 -0.205 -0.548
H -5.988 -0.672 -0.505 0.247
H -5.058 -0.250 0.621 0.284
O 3.135 1.262 1.633 -0.612
H 2.604 0.581 2.062 0.318
H 3.990 1.204 2.075 0.299
O -2.121 0.877 1.550 -0.574
H -2.527 0.248 2.157 0.276
H -1.239 0.520 1.397 0.319
O 0.329 -2.420 3.851 -0.619
H -0.132 -1.574 3.847 0.306
H 0.110 -2.803 4.708 0.314
O 2.732 -3.288 -2.542 -0.578
H 2.993 -2.396 -2.286 0.243
H 3.420 -3.566 -3.157 0.310
O 2.811 0.346 -3.505 -0.588
H 3.607 0.038 -3.058 0.294
H 2.157 -0.335 -3.314 0.311
O 3.095 -2.663 0.184 -0.587
H 2.502 -2.012 -0.207 0.265
H 3.752 -2.133 0.649 0.320
O -3.602 -1.817 0.257 -0.548
H -3.631 -1.544 -0.667 0.356
H -3.671 -2.777 0.220 0.245
O 2.215 4.531 1.914 -0.619
H 2.214 3.581 2.072 0.322
H 1.534 4.658 1.243 0.302
O -3.828 2.019 -2.838 -0.624
H -3.500 2.660 -2.198 0.314
H -4.724 1.828 -2.541 0.309
```

E_tot: -24955.881 eV
HOMO level: -9.34 eV
energy relative to the best compared isomer or geometry (same formula, charge and spin): 5.813 eV
SMILES: O.O.O.O.O.O.O.O.O.O.O.O